[1]
7
Properties=species:S:1:pos:R:3:forces:R:3:mulliken_charge:R:1 method="wB97M-V/def2-TZVPD" charge=0 fmax_ev_per_a=3.48 e_homo_ha=-0.3602 de_lowest_kcal_mol=12.5 smiles=FC(F)(P)I
F -0.9341 -1.0618 0.6916 -0.49 0.26 -0.18 -0.18
C -0.6634 -0.0382 -0.1145 1.80 1.11 -1.12 0.16
F -0.8128 -0.5047 -1.4368 0.36 0.70 2.01 -0.20
P 1.3446 0.6316 0.3691 -2.79 -2.06 -0.24 -0.02
I -1.9934 1.7077 0.1271 0.24 -0.87 -0.02 0.05
H 1.7512 -0.1122 -0.7428 0.39 0.02 -0.42 0.09
H 1.3079 -0.6224 1.1062 0.49 0.85 -0.04 0.09

---

[2]
53
Properties=species:S:1:pos:R:3:forces:R:3:mulliken_charge:R:1 method="wB97M-V/def2-TZVPD" charge=+2 multiplicity=2 fmax_ev_per_a=0.66 e_homo_ha="-0.5587 / -0.5748" de_lowest_kcal_mol=43.0
Ir -0.2491 -0.2749 0.1601 -0.41 0.34 -0.31 1.70
O -3.3865 -0.7789 3.3230 0.01 -0.07 -0.02 -0.42
C -2.4682 -0.4779 2.4395 0.04 0.05 -0.10 0.08
O -1.3114 -0.8501 2.4768 0.07 0.02 0.10 -0.50
C -2.9684 0.4257 1.3536 -0.01 -0.12 0.07 0.65
C -4.2687 0.8759 1.2702 -0.01 0.08 0.02 -0.59
C -4.6247 1.7240 0.2213 0.03 -0.02 0.04 -0.63
C -3.6617 2.1091 -0.6941 0.01 0.05 -0.01 -0.81
C -2.3790 1.6093 -0.5471 0.01 0.06 -0.02 0.59
N -2.0485 0.7895 0.4462 -0.20 -0.18 -0.09 0.28
C -1.2387 1.9430 -1.4706 0.08 -0.01 -0.04 0.12
O -1.3377 2.6987 -2.3884 -0.05 0.02 0.03 -0.56
O -0.1060 1.3378 -1.1231 -0.07 0.01 0.30 -0.71
H -3.0251 -1.3790 3.9981 -0.02 0.01 0.01 0.41
H -4.9881 0.5696 2.0160 0.00 -0.01 0.00 0.63
H -5.6428 2.0782 0.1332 0.00 0.00 -0.01 0.50
H -3.8656 2.7727 -1.5241 -0.01 0.00 0.00 0.61
N 1.2775 -1.5368 0.8854 -0.31 -0.32 0.48 -0.34
C 2.3636 -0.7359 1.4429 -0.05 0.32 -0.24 0.12
C 3.6430 -1.1761 1.5907 -0.03 -0.03 0.22 -0.83
C 4.5897 -0.3364 2.2238 0.03 -0.03 0.00 -0.86
C 4.2308 0.8920 2.6996 -0.02 0.02 0.03 -0.89
C 2.9165 1.3868 2.4996 0.01 -0.02 -0.06 0.34
C 2.4713 2.6650 2.9062 -0.01 -0.01 0.01 -0.50
C 1.2018 3.0729 2.5940 0.03 0.02 0.03 -1.04
C 0.3799 2.2407 1.8269 0.06 0.05 -0.18 0.10
N 0.7618 1.0391 1.4331 0.42 -0.11 -0.01 0.16
C 2.0020 0.5782 1.8097 -0.07 -0.26 -0.07 0.83
H 0.7697 -1.9982 1.6501 0.16 -0.06 0.04 0.36
H 1.6110 -2.2895 0.2855 0.02 0.14 -0.15 0.41
H 3.9340 -2.1700 1.2716 -0.01 -0.01 0.01 0.50
H 5.6018 -0.6937 2.3514 0.00 0.00 0.00 0.44
H 4.9510 1.5102 3.2195 0.00 0.01 -0.02 0.47
H 3.1397 3.3148 3.4572 0.00 0.00 0.00 0.50
H 0.8307 4.0410 2.8973 0.00 0.00 -0.01 0.45
H -0.5943 2.5778 1.5022 -0.01 0.00 0.01 0.50
C 2.4456 -0.0158 -2.3157 0.02 0.02 -0.01 -1.19
C 1.2289 -0.8356 -2.5185 -0.08 -0.07 -0.03 0.47
N 0.2858 -1.1180 -1.6187 0.28 0.32 -0.07 -0.01
C -0.6854 -1.8773 -2.2174 -0.07 -0.10 0.15 -0.25
C -0.3211 -2.1065 -3.5005 0.00 0.02 -0.02 0.35
N 0.8759 -1.4521 -3.6564 0.00 -0.03 -0.03 -0.03
C -0.9183 -2.8556 -4.6490 -0.09 -0.06 0.02 0.45
O -2.1024 -3.4046 -4.4509 0.11 -0.02 -0.08 -0.48
O -0.2998 -2.9107 -5.6713 0.01 0.04 -0.02 -0.52
C -1.8184 -2.2242 -1.3486 0.18 0.08 0.26 0.93
O -2.7930 -2.8358 -1.6882 -0.02 -0.12 -0.07 -0.72
O -1.6055 -1.7585 -0.1123 0.02 -0.07 -0.25 -0.67
H 2.2450 0.7639 -1.5838 0.00 -0.01 0.00 0.20
H 2.7403 0.4602 -3.2492 0.00 0.00 0.00 0.44
H 3.2782 -0.6346 -1.9760 -0.01 -0.01 0.00 0.28
H 1.3830 -1.4615 -4.5359 0.00 0.00 0.00 0.28
H -2.4498 -3.2880 -3.5448 -0.06 0.03 0.08 0.39

---

[3]
16
Properties=species:S:1:pos:R:3:forces:R:3:mulliken_charge:R:1 method="wB97M-V/def2-TZVPD" charge=+1 fmax_ev_per_a=4.86 e_homo_ha="-0.4481 / -0.4774" de_lowest_kcal_mol=78.9
C 1.3072 0.0495 -0.2987 0.33 -0.33 0.12 -0.34
C -0.7778 0.0277 1.4922 3.60 -1.17 2.51 -0.64
C 0.7643 0.7040 -1.5245 2.57 3.76 -1.70 -0.56
C -0.9980 -1.4232 1.3687 -0.22 -1.16 -1.01 -0.37
C 0.0483 0.3756 0.3290 -2.57 -1.10 0.17 -0.04
N -0.6227 0.7156 -0.9649 -1.42 0.03 -1.12 -0.09
Br 0.5003 -2.5175 1.6914 -0.67 0.19 0.01 -0.03
H 1.6925 -0.9634 -0.4065 -0.29 -0.22 0.13 0.35
H 1.9630 0.6317 0.2546 2.33 0.86 0.62 0.28
H -1.5897 0.6180 1.4949 -3.35 1.78 0.00 0.40
H -0.2568 0.2571 2.4860 -0.42 -0.26 -1.35 0.30
H 1.2188 1.7335 -1.8418 -1.21 -1.34 1.44 0.27
H 0.9555 0.2389 -2.4468 -0.80 -1.43 -1.13 0.34
H -1.8408 -1.9403 0.8283 1.05 0.83 0.62 0.42
H -1.2793 1.5520 -0.9673 1.30 -0.97 -0.24 0.36
H -1.0846 -0.0592 -1.4944 -0.24 0.53 0.92 0.37

---

[4]
32
Properties=species:S:1:pos:R:3:forces:R:3:mulliken_charge:R:1 method="wB97M-V/def2-TZVPD" charge=0 fmax_ev_per_a=8.44 e_homo_ha="-0.3223 / -0.3223"
Pt 0.0000 0.0000 0.0000 -5.18 -3.55 5.63 1.10
O -0.2867 0.8027 -4.4660 0.82 -0.20 1.49 -0.70
C 1.0733 0.9986 -4.4543 -0.98 -0.17 0.06 0.56
C 1.6503 1.3101 -5.6884 0.68 0.09 0.17 -0.83
C 3.0225 1.5259 -5.7802 -0.48 -0.10 0.24 -0.20
C 3.8123 1.4295 -4.6379 -0.17 -0.13 0.67 -0.86
C 3.2288 1.1174 -3.4028 0.13 0.14 -0.82 -0.30
C 1.8434 0.8927 -3.2722 1.59 0.15 0.75 0.22
C 1.3024 0.5630 -1.8519 4.76 1.75 -4.44 0.89
O 0.0777 0.2832 -1.9793 -2.21 0.22 1.90 -1.10
N 2.2058 0.6479 -0.8932 1.03 -0.05 -0.50 -0.02
N 1.9443 0.3876 0.4873 -0.21 1.45 -2.29 -0.77
C 2.9500 0.5850 1.2691 -0.13 -0.09 1.32 0.36
S 4.5656 1.1238 0.8281 -0.53 -0.10 -0.79 -0.02
C 5.3214 0.7678 2.4274 0.03 -0.30 0.29 -0.57
C 4.2947 1.0922 3.4904 0.16 0.32 0.15 -0.57
S 2.7493 0.2999 2.9982 -0.28 -0.12 -0.26 -0.08
H -0.4624 0.5628 -3.5108 -0.46 0.26 -1.45 0.48
H 1.0191 1.3802 -6.5680 -0.04 -0.05 0.21 0.42
H 3.4715 1.7675 -6.7380 -0.06 -0.03 0.08 0.38
H 4.8836 1.5953 -4.6957 -0.14 -0.03 0.01 0.38
H 3.8703 1.0476 -2.5283 -0.25 -0.03 -0.13 0.37
H 6.2253 1.3700 2.5579 -0.19 0.06 -0.26 0.36
H 5.6131 -0.2879 2.4644 -0.11 0.17 -0.04 0.33
H 4.1370 2.1732 3.5766 0.01 -0.19 -0.08 0.33
H 4.6113 0.7204 4.4694 -0.24 -0.12 -0.15 0.38
O -0.1789 -4.4706 2.0984 -0.38 0.71 -0.80 -0.52
S -1.1153 -4.1781 1.0201 -1.70 -3.00 0.71 0.99
O -0.8666 -4.8606 -0.2439 -0.06 0.86 0.91 -0.51
O -2.5140 -4.0437 1.4084 1.26 -0.17 -0.33 -0.51
S -0.6270 -2.2562 0.5567 1.29 3.76 -0.87 -0.08
H -1.0793 1.0988 0.7607 2.05 -1.51 -1.40 0.10

---

[5]
14
Properties=species:S:1:pos:R:3:forces:R:3:mulliken_charge:R:1 method="wB97M-V/def2-TZVPD" charge=-1 multiplicity=2 fmax_ev_per_a=2.01 e_homo_ha="-0.0601 / -0.0816" de_lowest_kcal_mol=36.5
C 1.6466 -2.2430 -0.0161 -0.82 0.56 -0.52 -0.71
N -0.5947 -0.8661 0.6969 -1.16 1.16 -0.35 -0.78
C -1.0812 0.2621 0.0363 -0.84 -1.23 1.35 -0.37
C -1.0938 2.6566 -0.6544 0.54 -1.41 1.04 -0.95
C -0.6237 1.5578 0.0835 0.68 1.20 -0.76 0.04
H 2.1700 -1.5426 -0.6736 0.48 -0.13 0.04 0.15
H 1.4765 -3.1812 -0.5574 -0.04 0.02 -0.03 0.18
H 2.2055 -2.4638 0.8984 0.04 0.22 0.02 0.18
H -0.2954 -0.6516 1.6464 0.62 0.14 -0.32 0.26
H 0.3841 -1.4204 0.1586 0.94 -1.33 0.66 -0.04
H -2.0965 0.1233 -0.3499 0.27 -0.03 -0.86 0.26
H -0.5744 3.5846 -0.4722 -0.33 0.31 -0.51 0.25
H -1.8403 2.4553 -1.4087 -0.18 0.59 -0.06 0.30
H 0.3174 1.7290 0.6124 -0.18 -0.08 0.30 0.24

---

[6]
21
Properties=species:S:1:pos:R:3:forces:R:3:mulliken_charge:R:1 method="wB97M-V/def2-TZVPD" charge=0 fmax_ev_per_a=2.75 e_homo_ha=-0.2897 de_lowest_kcal_mol=98.4
C -2.4717 -0.7455 2.3235 -0.41 -0.34 0.41 -0.64
C 2.2434 1.3259 -0.7720 -0.54 -0.29 0.11 -1.17
C -0.6905 1.2044 -1.8099 0.18 -0.32 0.72 -1.07
C 0.9808 -1.4145 -1.4734 -0.25 0.44 0.52 -1.09
O -1.6505 -0.1288 1.3737 -0.14 0.29 -0.61 -0.13
Si -0.0547 0.0998 1.4566 0.51 -2.40 1.25 -0.04
Si 0.6224 0.3074 -0.7334 0.87 0.33 -1.64 0.47
H -2.0131 -0.7354 3.3119 -0.03 0.02 0.12 0.31
H -2.6246 -1.7846 2.0282 -0.06 -0.01 0.08 0.27
H -3.4312 -0.2273 2.3537 0.04 -0.04 0.02 0.25
H 2.4949 1.7389 0.1978 0.05 0.12 0.23 0.37
H 3.0705 0.6993 -1.0762 0.24 -0.24 -0.07 0.33
H 2.1872 2.1518 -1.4740 -0.12 0.12 -0.13 0.33
H -1.6816 0.8001 -1.6210 -0.15 -0.07 0.02 0.31
H -0.7249 2.2691 -1.5917 0.04 0.12 0.11 0.33
H -0.4884 1.0964 -2.8732 0.22 -0.14 -0.06 0.34
H 1.3148 -1.3481 -2.5058 0.00 0.21 -0.14 0.34
H 1.7592 -1.9138 -0.9047 0.13 -0.05 0.15 0.34
H 0.1043 -2.0548 -1.4443 -0.18 -0.08 0.00 0.31
H 0.7536 -2.1769 2.5641 -0.63 1.94 -1.10 -0.08
H 0.3001 0.8366 2.6702 0.22 0.38 0.03 -0.08

---

[7]
13
Properties=species:S:1:pos:R:3:forces:R:3:mulliken_charge:R:1 method="wB97M-V/def2-TZVPD" charge=0 fmax_ev_per_a=5.09 e_homo_ha=-0.3245 de_lowest_kcal_mol=73.0
C 0.0659 1.4380 -0.0659 -0.24 4.91 1.30 -0.34
C 0.3136 0.3287 -0.6412 -1.48 -3.62 0.62 -0.59
C 3.8764 0.3811 -0.1391 0.63 0.37 -0.38 -0.20
C -2.3267 -1.0284 0.1153 2.79 -1.77 2.16 -0.91
N 3.0768 -0.2841 0.3653 -0.64 -0.42 0.61 -0.09
S -0.4799 -1.2629 -0.0934 -0.08 0.96 -1.46 -0.09
H 0.7806 2.2920 -0.2527 -1.00 -0.82 -0.07 0.23
H -0.7920 1.7374 0.5735 0.74 -0.79 -0.25 0.23
H 1.1171 0.2461 -1.3104 0.90 -0.54 -0.75 0.50
H -2.6757 -2.0320 -0.0969 -0.20 -0.17 0.52 0.30
H -2.8730 -0.4028 -0.4610 -0.98 2.29 -2.29 0.38
H -2.3943 -0.7060 1.1488 -0.62 -0.38 0.11 0.27
H 2.3110 -0.7071 0.8575 0.17 -0.01 -0.11 0.30

---

[8]
17
Properties=species:S:1:pos:R:3:forces:R:3:mulliken_charge:R:1 method="wB97M-V/def2-TZVPD" charge=0 fmax_ev_per_a=2.75 e_homo_ha="-0.2573 / -0.2514" de_lowest_kcal_mol=131.7
C -1.9954 0.3466 -0.2169 -0.10 0.82 1.13 -0.40
C -2.5383 -0.9024 -0.1780 -0.56 -1.10 -1.42 -0.59
C -0.7520 0.2002 0.3994 2.41 -1.28 -0.35 0.18
C -0.3928 -1.1557 0.4818 -0.73 0.69 0.29 -0.02
C 2.0809 1.7382 -0.8298 0.02 -0.82 0.44 -0.63
N -1.5604 -1.8673 0.1230 1.21 -0.36 1.35 -0.09
N 0.8450 -1.6005 0.9186 0.23 1.24 0.05 -0.41
N 1.3715 1.6070 0.4265 -0.70 -0.15 1.15 -0.46
H -2.3530 1.3670 -0.3412 -0.72 -0.70 -0.47 0.37
H -3.4369 -1.3204 -0.6038 -0.32 0.41 0.22 0.35
H 2.7582 0.8519 -0.9503 -1.04 0.43 -0.28 0.22
H 1.3768 1.8979 -1.6501 0.38 -0.14 -0.29 0.24
H 2.7951 2.5507 -0.7870 -0.05 0.72 0.05 0.36
H -1.7925 -2.8725 0.4005 0.59 2.30 -0.64 0.27
H 1.2082 -2.5323 0.9957 -0.42 0.06 -0.22 0.17
H 1.4854 -0.7917 1.0470 -0.63 -1.14 -0.10 0.24
H 0.9002 2.4833 0.7646 0.45 -0.95 -0.92 0.21